[1]
ORCA calculation (ωB97M-V/def2-TZVPD) on C16H48O12PS8Tl as an isolated structure.

```
86
Properties=species:S:1:pos:R:3:forces:R:3:lowdin_charge:R:1
Tl 0.203530 0.108654 0.685246 0.98 1.84 2.27 1.273
P 0.986193 1.941117 2.828608 0.25 -1.36 -2.65 -0.035
O 1.578833 2.265386 1.409952 0.29 0.38 -0.90 -0.440
O 1.404536 0.416730 2.934291 0.24 -1.48 0.27 -0.415
O -0.545575 1.761155 2.517112 -1.68 -0.30 -0.62 -0.379
O 1.363870 2.851572 3.935856 -0.04 0.19 0.62 -0.333
C -1.372310 4.646846 -2.100773 -0.10 -0.17 -0.25 -0.255
S -0.838322 3.764220 -0.623890 -0.32 0.31 1.00 0.852
O -0.382892 2.408388 -1.038297 0.35 0.03 -0.64 -0.585
C 0.580672 4.797216 -0.245517 0.80 -0.21 -0.09 -0.248
H -2.143224 4.016519 -2.544569 -0.08 0.10 -0.01 0.029
H -0.595819 4.821892 -2.846611 0.19 -0.10 0.17 0.055
H -1.810227 5.596438 -1.792284 0.01 -0.02 0.04 0.054
H 1.265972 4.832465 -1.096473 -0.25 0.18 -0.20 0.048
H 1.153519 4.327408 0.558731 -0.39 -0.28 0.22 0.036
H 0.284401 5.798316 0.063339 -0.26 -0.03 -0.13 0.061
C 3.324705 2.540047 -1.278818 -0.47 0.30 0.76 -0.246
S 2.816852 1.218414 -2.377657 0.03 0.51 -0.45 0.847
O 1.693510 0.457634 -1.778953 -0.47 -0.48 0.35 -0.597
C 1.978104 2.293212 -3.568881 -0.43 0.12 0.10 -0.247
H 3.895318 2.149222 -0.437765 0.19 -0.14 -0.23 0.036
H 2.448909 2.987411 -0.806069 -0.17 -0.23 -0.13 0.020
H 3.864802 3.315247 -1.819929 0.24 -0.24 -0.13 0.059
H 2.503890 3.232349 -3.730950 0.17 -0.15 -0.23 0.050
H 0.998367 2.504298 -3.131713 0.12 -0.01 0.27 0.025
H 1.785059 1.738006 -4.484822 0.32 0.03 -0.10 0.044
C -4.662967 2.848897 0.437426 0.23 -0.16 -0.69 -0.254
S -4.056888 1.155030 0.657433 -0.57 0.29 0.58 0.801
O -2.618962 1.099805 0.332345 0.14 0.21 -0.22 -0.576
C -4.275568 1.182516 2.453222 0.77 -0.77 -0.01 -0.234
H -4.093747 3.578768 1.009760 -0.04 -0.14 0.24 0.064
H -5.728800 2.828220 0.660463 0.03 0.17 0.18 0.050
H -4.547537 3.085433 -0.622701 -0.02 -0.03 0.00 0.037
H -3.506129 1.796116 2.925456 -0.20 0.46 -0.23 0.070
H -4.042579 0.176836 2.810844 -0.28 -0.09 -0.12 0.036
H -5.308961 1.442960 2.663690 0.04 0.12 0.17 0.052
C 5.173031 -2.157578 0.854043 0.11 0.05 0.55 -0.253
S 4.340396 -0.601247 0.467852 -0.03 0.37 0.39 0.834
O 2.911868 -0.949629 0.215936 -0.03 -0.39 -0.13 -0.580
C 4.350340 0.079436 2.127574 -0.05 -0.24 0.63 -0.236
H 5.084727 -2.823346 -0.000188 0.07 0.06 -0.08 0.043
H 4.722167 -2.610543 1.739098 -0.29 0.01 -0.14 0.053
H 6.218535 -1.976896 1.110060 0.04 0.12 -0.29 0.055
H 5.340350 0.284568 2.537049 0.18 -0.17 -0.32 0.063
H 3.833874 -0.666694 2.734533 0.02 0.06 0.04 0.039
H 3.742009 0.979111 2.205717 -0.15 0.05 -0.52 0.040
C -3.002508 -4.047120 1.108127 0.06 0.09 -0.26 -0.225
S -3.285558 -2.254137 0.989861 -0.54 -0.74 0.26 0.833
O -2.040985 -1.617992 1.480993 0.37 0.37 -0.15 -0.559
C -3.356472 -2.228967 -0.791689 -0.46 -0.03 -0.48 -0.275
H -3.920449 -4.620690 0.978881 -0.14 0.22 0.02 0.053
H -2.578474 -4.253943 2.087659 0.08 0.06 -0.02 0.050
H -2.313372 -4.305789 0.304674 0.23 -0.10 0.22 0.049
H -4.174365 -2.866650 -1.143344 -0.06 -0.11 0.39 0.067
H -2.429629 -2.589386 -1.233693 0.22 0.37 0.14 0.039
H -3.619214 -1.213106 -1.077653 0.42 0.07 -0.09 0.020
C -0.675516 -1.765503 4.251911 0.46 0.40 0.28 -0.241
S 0.406144 -2.948569 3.437745 -0.24 0.36 0.01 0.837
O 0.629832 -2.423701 2.060104 0.11 -0.25 -0.59 -0.598
C 1.932041 -2.583123 4.309547 0.21 0.63 0.14 -0.255
H -0.444902 -0.778207 3.841710 0.21 -0.02 -0.06 0.039
H -0.406576 -1.767047 5.309664 -0.31 -0.06 0.06 0.058
H -1.722187 -1.980399 4.067165 0.03 -0.30 0.05 0.034
H 1.911587 -2.847223 5.366613 -0.14 -0.28 -0.08 0.054
H 2.133745 -1.510980 4.225461 -0.22 0.06 -0.17 0.040
H 2.713766 -3.120140 3.775040 -0.03 -0.19 0.09 0.040
C -2.816236 1.100818 -3.215425 -0.45 -0.28 0.26 -0.238
S -1.289049 0.151582 -3.084068 0.41 0.40 -0.09 0.847
O -1.241871 -0.348139 -1.695609 0.08 -0.29 0.52 -0.577
C -1.825456 -1.212076 -4.144770 -0.51 0.35 -0.58 -0.238
H -2.885075 1.715163 -2.318183 0.43 0.18 -0.09 0.023
H -3.686490 0.441124 -3.166129 0.07 -0.10 -0.24 0.058
H -2.808342 1.682245 -4.135965 -0.05 0.06 0.05 0.058
H -2.195869 -0.740868 -5.061974 0.07 0.03 0.03 0.054
H -2.668390 -1.746787 -3.708050 0.16 -0.09 0.22 0.052
H -1.020570 -1.876061 -4.449010 0.16 0.00 0.41 0.045
C 2.041852 -4.111335 -0.431621 0.31 -0.55 -0.06 -0.242
S 0.706399 -3.526289 -1.505972 1.33 0.41 0.44 0.863
O 0.151864 -2.389615 -0.735943 -0.84 0.39 0.25 -0.587
C 1.770744 -2.734379 -2.755708 -0.70 0.25 0.19 -0.225
H 2.526168 -5.012806 -0.816875 -0.22 -0.05 -0.11 0.057
H 1.607682 -4.300020 0.548482 -0.20 -0.01 -0.08 0.042
H 2.799576 -3.340680 -0.309599 -0.29 0.30 -0.09 0.014
H 1.939080 -3.378738 -3.615521 0.33 -0.09 0.12 0.051
H 2.638201 -2.327864 -2.241925 0.21 -0.18 -0.19 0.044
H 1.181046 -1.864530 -3.053689 -0.03 -0.07 -0.08 0.027
```
Forces are in eV/Å.

The calculation puts the HOMO energy at -6.8 eV. As for the orbital gap: 4.63 eV. The calculation puts the electronic energy at -5240.33625 Ha. As for the LUMO energy: -2.20 eV. The total charge is 0.


[2]
ORCA calculation (ωB97M-V/def2-TZVPD) on a 8-piece molecular cluster, C16H48O16 overall.

```
80
Properties=species:S:1:pos:R:3:forces:R:3:lowdin_charge:R:1
O 0.593948 -1.721336 -3.647622 0.18 -0.14 0.14 -0.080
C 1.838392 -1.231888 -3.137968 -0.68 0.66 -0.17 -0.243
C 2.883142 -1.442238 -4.197825 0.32 0.10 -0.68 -0.225
O 2.583069 -0.620946 -5.339453 -0.26 -0.23 0.26 -0.076
H 0.064663 -2.065712 -2.916489 0.04 -0.24 0.02 0.035
H 1.707075 -0.147288 -3.035705 0.37 0.00 0.24 0.083
H 2.074494 -1.632734 -2.149907 0.17 -0.33 -0.14 0.128
H 2.950645 -2.488137 -4.521129 -0.15 0.01 0.23 0.122
H 3.882352 -1.134963 -3.881938 -0.14 0.04 0.20 0.120
H 1.668140 -0.824442 -5.586671 0.24 0.00 0.02 0.079
O 1.554025 -0.343534 1.612028 -0.12 0.16 0.20 -0.076
C 0.133537 -0.521642 1.611495 -0.03 0.27 0.09 -0.209
C -0.260445 -1.167951 0.309725 -0.47 -0.58 0.13 -0.215
O -0.232658 -0.240962 -0.765750 0.05 -0.15 -0.41 -0.077
H 1.709866 0.604597 1.447792 0.22 -0.39 0.37 0.054
H -0.229957 -1.088139 2.473971 0.47 -0.48 -0.13 0.113
H -0.334434 0.455847 1.771918 -0.13 -0.06 -0.51 0.113
H -1.250334 -1.634397 0.378223 -0.21 0.62 -0.09 0.110
H 0.354346 -2.047983 0.083638 0.42 0.29 0.18 0.124
H 0.691772 -0.060130 -0.995989 -0.12 0.05 0.14 0.061
O 2.652682 1.388011 -0.835275 0.40 0.14 0.50 -0.061
C 2.504289 2.735899 -0.392896 -1.04 0.72 -1.22 -0.229
C 1.349553 2.899806 0.590241 1.21 -0.06 -0.27 -0.220
O 1.655609 2.518735 1.930849 -0.13 0.03 -0.45 -0.054
H 3.592425 1.184029 -0.862476 -0.10 -0.18 -0.01 0.099
H 3.435934 3.245868 -0.132991 0.08 -0.43 0.48 0.127
H 2.139775 3.318981 -1.259017 0.17 -0.13 -0.02 0.111
H 0.569527 2.245582 0.202773 -0.36 0.15 0.28 0.110
H 1.075003 3.954517 0.511520 -0.41 -0.05 0.26 0.125
H 2.369286 3.094846 2.228065 -0.06 -0.16 0.18 0.104
O -2.586362 -1.753586 4.042733 0.11 0.17 0.57 -0.073
C -2.260774 -0.933737 5.180373 -0.21 0.40 -0.04 -0.233
C -1.329385 0.220609 4.813302 -1.58 -0.37 0.65 -0.239
O -2.056968 1.156569 4.038020 0.39 0.13 -0.44 -0.072
H -3.376289 -1.352108 3.665591 0.10 -0.09 -0.09 0.078
H -3.177181 -0.478361 5.581522 0.06 -0.01 -0.17 0.118
H -1.860026 -1.494031 6.032736 0.21 -0.50 -0.56 0.115
H -0.448635 -0.143790 4.299645 0.41 0.12 0.31 0.086
H -1.159837 0.691227 5.787380 0.74 0.18 -0.29 0.123
H -1.999189 0.906004 3.101730 -0.33 0.07 0.17 0.034
O 4.470831 -3.135691 5.846335 0.27 0.11 -0.48 -0.069
C 3.501949 -2.102761 5.802658 -1.98 -1.06 1.14 -0.268
C 3.246375 -1.653921 4.378647 1.51 0.76 0.57 -0.266
O 2.066649 -0.906214 4.331742 -0.58 0.02 -0.19 -0.079
H 4.579111 -3.406005 6.758677 0.03 -0.03 0.10 0.080
H 2.517775 -2.494703 6.143535 0.27 -0.12 -0.16 0.120
H 3.699366 -1.355243 6.578105 0.40 0.59 -0.68 0.119
H 3.220440 -2.535541 3.736766 0.06 -0.05 -0.03 0.127
H 4.113120 -1.012440 4.135992 -0.15 -0.26 -0.56 0.124
H 1.851079 -0.740850 3.391688 0.29 0.10 0.29 0.042
O -0.894578 2.637443 -2.954705 0.80 -0.13 -0.12 -0.075
C 0.103082 1.978216 -3.770539 -0.91 0.54 -0.09 -0.226
C -0.025596 2.470366 -5.195702 0.84 -0.23 -0.50 -0.232
O 0.446777 3.816488 -5.318670 -0.35 0.00 0.17 -0.068
H -0.695629 3.581959 -3.052556 -0.26 -0.21 0.04 0.083
H 1.106107 2.217003 -3.399071 0.06 -0.22 0.05 0.109
H -0.071072 0.901995 -3.731981 -0.07 0.05 0.19 0.103
H -1.058889 2.441363 -5.533087 -0.10 0.20 0.18 0.126
H 0.540882 1.829824 -5.889512 -0.01 -0.03 0.23 0.117
H 1.390288 3.817751 -5.124109 -0.04 -0.04 -0.09 0.085
O -1.150348 -3.474258 -1.961594 -0.32 0.90 -0.16 -0.099
C -2.561047 -3.057868 -1.964971 1.06 -1.93 0.24 -0.173
C -2.742951 -2.011541 -3.036406 0.72 0.57 0.57 -0.182
O -2.829228 -0.721937 -2.434638 0.30 -0.41 -0.57 -0.095
H -1.010704 -4.151214 -1.297162 -0.09 -0.07 0.12 0.087
H -3.095473 -4.003922 -2.138457 -0.36 0.50 -0.21 0.121
H -2.830715 -2.704995 -0.965869 -0.12 0.29 -0.23 0.113
H -3.626255 -2.213225 -3.628869 -0.18 0.26 -0.05 0.128
H -1.851001 -1.963746 -3.665296 -0.25 -0.66 -0.36 0.112
H -1.938175 -0.485546 -2.141537 0.12 0.05 0.12 0.066
O -4.348367 0.794367 -1.283912 -0.96 0.92 1.17 -0.096
C -4.023691 1.921039 -0.456319 0.67 -0.62 -0.73 -0.207
C -2.680227 1.654787 0.267565 -1.38 0.52 -1.09 -0.222
O -2.901576 0.724234 1.310901 0.39 -0.31 0.31 -0.077
H -3.764477 0.712990 -2.042973 0.10 0.07 0.10 0.044
H -3.990926 2.836203 -1.060149 0.15 0.01 0.12 0.113
H -4.819469 2.014776 0.277702 -0.05 0.01 0.08 0.116
H -2.310013 2.610368 0.646763 0.19 -0.31 0.40 0.126
H -1.996260 1.234241 -0.472036 0.24 0.30 0.12 0.088
H -3.108243 -0.114884 0.876871 -0.10 0.17 0.08 0.096
```
Forces are in eV/Å.

The structure (SMILES) is OCCO.OCCO.OCCO.OCCO.OCCO.OCCO.OCCO.OCCO. The calculation puts the HOMO energy at -9.4 eV. The value obtained for the energy above the lowest of the compared OMol25 structures with the same formula, charge and spin is 1.125 eV. As for the orbital gap: 9.46 eV. The calculation puts the electronic energy at -1842.10168 Ha. As for the LUMO energy: 0.10 eV. The total charge is 0.


What is the total charge in the second record? 0


Which formula does entry 2 have? C16H48O16


Number 1 is which compound? C16H48O12PS8Tl